[1]
{
  "formula": "C7H8NO3",
  "method": "wB97M-V/def2-TZVPD",
  "homo_ha": -0.18207,
  "total_charge": -1,
  "homo_lumo_gap_ev": 8.6740,
  "species": ["C", "C", "C", "C", "C", "C", "C", "N", "O", "O", "O", "H", "H", "H", "H", "H", "H", "H", "H"],
  "coordinates": [[-2.026, -1.404, 0.084], [0.934, 1.708, 1.252], [0.780, 0.396, 1.122], [-2.043, 1.086, -0.226], [1.162, -1.827, 0.148], [1.062, -0.503, -0.022], [0.963, 0.104, -1.403], [-1.547, -0.362, -0.184], [-1.739, 1.612, -1.287], [-2.402, -2.512, 0.118], [-2.655, 1.393, 0.773], [0.665, 2.086, 2.165], [1.247, 2.295, 0.402], [0.493, -0.071, 1.955], [1.120, -2.211, 1.084], [1.368, -2.540, -0.736], [0.433, 0.981, -1.371], [0.273, -0.614, -2.039], [1.911, 0.380, -1.834]],
  "forces_ev_per_angstrom": [[0.0, -0.1, -1.2], [0.5, -1.5, -2.6], [1.8, 0.9, -2.5], [0.0, -0.5, -0.7], [1.1, 0.6, -3.8], [-0.4, 0.1, -0.6], [-0.4, -3.1, -0.7], [0.0, 1.0, 0.3], [0.0, 0.6, -0.1], [-0.6, -1.5, 0.8], [-0.5, 0.6, 0.8], [-0.5, 1.5, 1.9], [0.0, 0.4, 0.1], [-1.3, -2.1, 3.2], [-0.1, -1.4, 2.8], [-0.5, 1.3, 1.5], [-1.5, 2.1, 0.2], [1.9, 1.4, 0.9], [0.6, -0.5, -0.4]],
  "lowdin_charge": [-0.379, 0.039, -0.159, -0.762, 0.015, -0.374, -0.077, 0.183, -0.024, 0.088, -0.001, 0.028, 0.066, 0.059, 0.011, 0.095, 0.000, 0.128, 0.064]
}

---

[2]
{
  "formula": "C4H8ClO2Y",
  "method": "wB97M-V/def2-TZVPD",
  "homo_ha": -0.69534,
  "total_charge": 2,
  "homo_lumo_gap_ev": 8.2098,
  "species": ["Y", "Cl", "O", "C", "O", "C", "C", "C", "H", "H", "H", "H", "H", "H", "H", "H"],
  "coordinates": [[0.047, 0.642, 3.308], [-0.873, -1.766, 3.341], [-0.294, 1.054, 1.110], [0.184, 1.168, -0.074], [-0.111, 0.374, -0.980], [-0.949, -0.848, -0.782], [-0.071, -2.024, -0.506], [1.034, 2.311, -0.470], [-1.463, -0.982, -1.725], [-1.679, -0.654, -0.003], [0.942, -1.825, -0.859], [-0.415, -2.870, -1.099], [-0.078, -2.329, 0.534], [0.745, 3.188, 0.103], [0.888, 2.499, -1.533], [2.093, 2.062, -0.363]],
  "forces_ev_per_angstrom": [[-1.7, -2.7, -2.2], [1.2, 2.9, 0.1], [0.8, -0.4, 2.7], [-0.1, 1.0, 0.3], [-0.6, -1.2, -0.9], [-0.4, 0.0, -0.1], [0.4, -0.5, -0.2], [0.0, 0.2, -0.2], [0.0, 0.4, -0.2], [0.0, 0.2, 0.0], [0.0, -0.1, 0.1], [-0.1, -0.1, 0.1], [0.2, 0.0, 0.2], [0.3, 0.1, 0.1], [0.0, 0.0, 0.0], [0.0, 0.1, 0.3]],
  "lowdin_charge": [1.793, -0.030, -0.172, -0.494, 0.117, -0.106, -0.044, 0.071, 0.142, 0.121, 0.103, 0.104, 0.041, 0.108, 0.124, 0.123]
}

---

[3]
{
  "formula": "C4H3NO2",
  "method": "wB97M-V/def2-TZVPD",
  "homo_ha": -0.37768,
  "smiles": "O=Cc1cnoc1",
  "total_charge": 0,
  "homo_lumo_gap_ev": 9.8903,
  "species": ["C", "C", "C", "C", "H", "H", "H", "N", "O", "O"],
  "coordinates": [[0.266, -0.706, 1.350], [0.099, 0.044, 0.214], [-0.893, -0.371, -0.704], [0.731, 0.990, -0.507], [-0.713, -1.177, 1.636], [-1.779, -0.979, -0.347], [1.593, 1.718, -0.243], [-0.859, 0.145, -1.866], [1.239, -0.724, 2.189], [0.316, 1.060, -1.721]],
  "forces_ev_per_angstrom": [[2.6, -0.5, 7.0], [-0.3, 0.6, -2.4], [-2.6, -1.4, 1.2], [3.6, 1.8, 1.0], [0.9, -0.5, 0.0], [1.3, 0.4, -1.0], [-1.6, -1.6, -0.5], [1.4, 1.3, -0.4], [-3.4, 0.0, -3.6], [-1.7, -0.1, -1.3]],
  "lowdin_charge": [-0.211, -0.218, -0.143, -0.077, 0.132, 0.160, 0.191, 0.157, -0.001, 0.009]
}

---

[4]
{
  "formula": "C3H8N2",
  "method": "wB97M-V/def2-TZVPD",
  "homo_ha": [-0.24495, -0.24151],
  "total_charge": 0,
  "homo_lumo_gap_ev": [7.6643, 7.5167],
  "species": ["C", "C", "N", "C", "N", "H", "H", "H", "H", "H", "H", "H", "H"],
  "coordinates": [[0.025, -1.174, 0.307], [-1.524, 0.678, 0.198], [-1.104, -0.447, -0.399], [1.104, -0.400, -0.353], [1.371, 0.866, 0.179], [-0.372, -0.263, -1.286], [1.909, 1.442, -0.462], [0.007, -2.223, 0.015], [-0.061, -1.071, 1.391], [1.870, -0.871, -0.958], [0.435, 1.362, 0.467], [-2.157, 1.339, -0.380], [-1.504, 0.761, 1.279]],
  "forces_ev_per_angstrom": [[0.3, 0.3, -0.1], [-0.1, 0.0, 0.0], [1.0, 0.0, -0.5], [0.0, 0.0, 0.6], [-1.4, 0.2, 0.3], [-0.9, 0.1, 0.4], [-0.2, 0.0, 0.1], [0.0, 0.1, 0.0], [-0.1, 0.0, 0.0], [-0.1, 0.1, 0.0], [1.4, -0.7, -0.6], [0.1, 0.0, 0.0], [0.0, -0.1, -0.1]],
  "lowdin_charge": [-0.225, -0.122, -0.127, -0.265, 0.008, 0.153, 0.073, 0.107, 0.108, 0.097, 0.083, 0.052, 0.057]
}

---

The calculation returns the following energy above the lowest of the compared OMol25 structures with the same formula, charge and spin values, one per record and in order: 8.5, 0.0, 72.8, 112.0 kcal/mol.
The calculation returns the following E_tot values, one per record and in order: -15021.342, -21921.814, -9778.528, -6216.989 eV.